# 1
114
Properties=species:S:1:pos:R:3:forces:R:3:mulliken_charge:R:1 method="wB97M-V/def2-TZVPD" e_homo_ev=-9.83 total_charge=+1 spin_multiplicity=1 homo_lumo_gap_ev=4.9
C 3.884 -5.100 2.528 0.240 0.607 -0.402 -1.32
C 3.337 -5.076 1.090 -0.300 -0.351 0.674 -0.41
Cl 4.616 -4.978 -0.140 0.134 -0.015 -0.179 -0.06
C 2.260 -4.019 0.810 0.844 0.047 -0.269 -0.15
Cl 0.851 -4.481 1.772 -0.137 0.069 0.119 -0.08
C 2.690 -2.578 1.043 0.175 0.377 0.211 0.90
C 4.025 -2.277 1.339 -0.449 -0.149 -0.045 -1.35
N 4.448 -1.020 1.502 -0.158 -0.023 -0.220 0.18
C 3.635 0.034 1.408 -0.470 -0.066 -0.200 -0.88
C 2.299 -0.167 1.104 0.676 -0.076 0.194 -0.92
C 1.845 -1.467 0.915 -0.109 -0.102 0.455 0.33
S 0.119 -1.511 0.365 -0.548 0.576 -2.059 1.08
O -0.110 -2.624 -0.501 0.323 -0.571 0.713 -0.48
O -0.111 -0.219 -0.210 0.218 0.167 0.593 -0.51
C -1.027 -1.536 1.852 -0.190 0.062 0.167 0.74
F -1.299 -0.269 2.143 0.076 0.312 -0.062 -0.23
F -0.462 -2.088 2.922 0.176 -0.252 0.120 -0.22
C -2.369 -2.236 1.487 0.378 0.226 0.108 0.57
F -2.206 -3.538 1.413 0.067 -0.558 -0.078 -0.21
F -3.252 -1.957 2.423 -0.310 0.058 0.476 -0.24
F -2.803 -1.760 0.336 -0.125 0.114 -0.482 -0.17
H 3.286 -4.446 3.156 -0.173 -0.135 0.248 0.34
H 3.887 -6.103 2.931 -0.049 -0.130 0.083 0.33
H 4.902 -4.720 2.560 0.144 -0.142 0.055 0.42
H 2.841 -6.027 0.944 -0.060 -0.086 -0.357 0.65
H 2.019 -4.099 -0.247 -0.390 -0.033 -0.050 0.65
H 4.768 -3.042 1.447 0.233 0.012 -0.065 0.38
H 5.447 -0.854 1.712 0.269 -0.130 0.421 0.38
H 4.069 1.008 1.557 0.086 0.119 0.012 0.49
H 1.640 0.678 0.993 -0.100 0.047 -0.039 0.74
C -2.885 4.776 -0.616 -0.067 0.177 0.000 0.12
O -2.190 5.488 0.087 0.024 -0.089 0.043 -0.66
N -2.598 3.505 -0.940 -0.118 -0.185 -0.104 0.18
C -3.461 2.687 -1.781 0.189 0.142 0.231 -0.94
C -1.374 2.915 -0.434 -0.041 0.170 0.020 -0.99
H -3.832 5.132 -1.056 -0.002 -0.043 -0.023 0.28
H -3.792 1.809 -1.222 -0.061 -0.035 -0.090 0.25
H -2.926 2.359 -2.665 -0.051 -0.083 -0.086 0.49
H -4.335 3.258 -2.088 0.006 0.047 0.027 0.31
H -1.379 2.918 0.658 0.060 -0.018 0.002 0.31
H -0.512 3.493 -0.772 0.037 -0.024 0.046 0.32
H -1.293 1.895 -0.797 -0.024 -0.003 -0.019 0.35
C 8.832 -3.463 -1.319 0.069 -0.008 0.052 0.12
O 7.940 -2.915 -0.691 -0.090 0.009 0.029 -0.59
N 8.624 -4.363 -2.295 0.127 0.018 -0.040 0.14
C 9.708 -5.004 -3.017 -0.204 0.015 -0.001 -0.91
C 7.248 -4.688 -2.618 0.028 0.182 0.100 -0.71
H 9.898 -3.262 -1.127 -0.006 0.005 -0.013 0.27
H 9.636 -4.778 -4.082 0.062 -0.030 -0.011 0.33
H 9.662 -6.086 -2.880 0.059 -0.006 -0.030 0.33
H 10.664 -4.644 -2.645 0.000 0.026 0.027 0.30
H 6.724 -3.784 -2.929 -0.090 -0.062 -0.037 0.30
H 6.763 -5.068 -1.721 -0.113 -0.112 -0.086 0.08
H 7.205 -5.427 -3.413 0.086 -0.028 0.017 0.38
C -8.037 5.972 -0.460 -0.071 -0.066 -0.044 0.11
O -8.748 6.343 -1.374 0.027 0.023 -0.009 -0.60
N -6.982 6.653 0.020 0.063 -0.131 0.079 0.11
C -6.165 6.152 1.113 -0.002 0.271 -0.300 -0.94
C -6.650 7.934 -0.579 -0.115 -0.078 -0.034 -1.03
H -8.205 5.013 0.063 0.013 0.010 0.020 0.29
H -6.187 6.850 1.947 0.061 -0.057 0.102 0.52
H -5.134 6.036 0.769 0.044 -0.052 0.166 0.24
H -6.542 5.187 1.449 -0.041 -0.008 -0.039 0.27
H -7.489 8.622 -0.481 0.028 0.040 -0.029 0.34
H -6.437 7.808 -1.641 0.002 0.055 -0.007 0.31
H -5.779 8.350 -0.079 0.010 -0.024 0.033 0.38
C -4.886 6.546 4.661 0.061 0.117 -0.014 0.12
O -5.760 7.216 4.149 -0.027 -0.017 0.060 -0.61
N -5.081 5.327 5.202 0.076 -0.121 0.048 0.13
C -4.003 4.568 5.800 -0.215 -0.007 -0.033 -0.94
C -6.423 4.766 5.183 0.048 0.155 -0.048 -0.84
H -3.840 6.889 4.725 0.002 -0.020 0.005 0.30
H -3.878 3.616 5.280 0.064 -0.016 0.041 0.34
H -4.217 4.370 6.852 0.072 -0.033 0.010 0.34
H -3.074 5.130 5.731 -0.001 0.029 -0.015 0.29
H -6.776 4.671 4.156 -0.052 -0.019 0.017 0.18
H -7.111 5.421 5.717 -0.044 -0.032 -0.015 0.31
H -6.412 3.787 5.655 0.035 -0.009 0.013 0.39
C 6.165 -0.362 4.134 0.050 0.028 0.093 0.37
O 6.816 -0.637 3.127 -0.509 -0.037 -0.423 -0.76
N 6.691 -0.126 5.330 -0.033 0.012 0.074 0.09
C 5.874 0.196 6.489 0.147 -0.014 -0.024 -0.89
C 8.142 -0.192 5.480 -0.016 -0.024 -0.125 -0.94
H 5.063 -0.290 4.112 0.019 0.011 0.115 0.12
H 6.148 1.178 6.876 -0.038 -0.002 0.034 0.34
H 6.028 -0.549 7.270 -0.036 0.022 0.029 0.34
H 4.822 0.207 6.214 -0.003 -0.006 -0.029 0.31
H 8.617 0.532 4.819 0.032 -0.008 0.015 0.31
H 8.498 -1.186 5.211 0.034 0.010 0.011 0.31
H 8.407 0.025 6.510 -0.044 0.009 0.023 0.39
C -0.752 -5.241 -5.241 0.051 -0.116 -0.043 0.07
O 0.317 -4.939 -5.729 0.018 0.052 0.027 -0.58
N -1.480 -4.433 -4.442 -0.189 0.006 0.105 0.19
C -2.748 -4.842 -3.874 0.157 0.167 -0.012 -0.82
C -0.961 -3.108 -4.148 0.073 -0.114 -0.134 -0.92
H -1.224 -6.224 -5.409 -0.023 0.018 0.005 0.27
H -3.546 -4.173 -4.204 -0.060 -0.047 0.038 0.27
H -2.699 -4.818 -2.783 -0.074 -0.026 0.005 0.27
H -2.988 -5.855 -4.191 0.015 -0.013 -0.020 0.32
H -0.833 -2.547 -5.075 0.047 0.074 0.051 0.32
H 0.011 -3.190 -3.661 0.011 0.091 0.000 0.28
H -1.649 -2.577 -3.493 -0.034 -0.041 0.021 0.34
C -3.505 -0.188 -4.986 0.017 -0.107 0.219 0.17
O -3.228 0.722 -4.223 0.019 -0.017 -0.115 -0.68
N -3.687 -0.061 -6.307 -0.018 -0.046 -0.123 0.13
C -4.011 -1.194 -7.154 0.032 0.201 -0.017 -0.89
C -3.556 1.259 -6.905 0.020 -0.019 0.155 -0.96
H -3.629 -1.223 -4.624 -0.025 -0.020 -0.079 0.25
H -3.240 -1.327 -7.914 -0.028 -0.062 -0.021 0.35
H -4.970 -1.034 -7.647 -0.001 -0.066 -0.025 0.37
H -4.072 -2.100 -6.554 0.006 0.003 0.030 0.23
H -2.555 1.653 -6.726 -0.010 0.040 -0.027 0.30
H -4.276 1.945 -6.460 0.014 0.035 -0.031 0.29
H -3.732 1.191 -7.975 -0.009 -0.038 -0.011 0.39

# 2
103
Properties=species:S:1:pos:R:3:forces:R:3:mulliken_charge:R:1 method="wB97M-V/def2-TZVPD" e_homo_ev="-10.10 / -10.15" total_charge=+1 e_above_lowest_kcal_mol=66.23 spin_multiplicity=2 homo_lumo_gap_ev="7.6 / 7.1"
Ru 0.530 0.285 0.464 2.515 -0.185 -0.391 -1.39
C 1.331 3.242 2.712 0.075 -0.065 0.051 -1.15
C 2.783 2.861 2.431 0.103 0.033 0.015 -1.23
S 2.940 1.783 0.993 -0.202 0.152 -0.051 0.36
C 3.933 0.423 1.625 0.003 0.020 0.073 -0.55
C 3.312 -0.361 2.765 0.004 -0.018 -0.073 -1.08
S 1.679 -1.059 2.368 -0.470 -0.226 -0.686 0.18
C 0.704 -0.581 3.804 0.041 -0.017 0.138 0.11
C 0.665 0.903 4.124 -0.085 -0.066 0.026 -1.39
S 0.140 1.889 2.704 -0.511 0.009 -0.189 0.32
H 0.966 3.919 1.942 0.003 0.095 0.086 0.43
H 1.244 3.758 3.667 0.040 0.044 -0.004 0.67
H 3.245 2.372 3.288 -0.031 0.022 0.032 0.48
H 3.350 3.770 2.233 0.007 0.026 0.110 0.58
H 4.910 0.814 1.911 0.018 -0.080 0.069 0.70
H 4.057 -0.220 0.757 0.118 0.029 -0.022 0.07
H 3.214 0.236 3.670 0.031 0.008 -0.008 0.39
H 3.956 -1.208 2.997 0.018 0.022 0.065 0.67
H 1.059 -1.141 4.670 -0.049 0.000 0.037 0.68
H -0.297 -0.936 3.554 -0.004 -0.007 0.087 -0.83
H 1.625 1.286 4.467 0.012 -0.060 0.022 0.53
H -0.059 1.063 4.923 0.044 0.023 0.051 0.69
C 0.921 -3.658 -4.765 -0.004 0.000 -0.051 -1.14
C 0.983 -4.181 -3.339 -0.053 0.164 -0.003 -0.60
N 0.134 -3.387 -2.430 0.042 -0.188 -0.001 0.23
C -1.201 -3.942 -2.180 0.104 0.009 -0.003 -0.47
C -1.153 -5.166 -1.275 0.027 -0.022 0.021 -1.22
C 0.595 -2.243 -1.918 -0.202 0.065 0.159 0.45
S -0.525 -1.248 -1.030 -0.387 -0.296 0.808 -0.28
N 1.839 -1.917 -2.276 0.105 0.105 -0.065 -0.30
C 2.552 -0.971 -1.700 -0.108 -0.321 -0.128 -0.64
O 2.296 -0.362 -0.620 -0.434 0.691 0.232 0.43
C 3.847 -0.646 -2.376 -0.047 -0.005 0.190 0.76
C 4.528 0.524 -2.051 0.034 0.011 -0.031 0.36
C 5.742 0.819 -2.653 -0.032 -0.016 -0.019 -1.28
C 6.287 -0.059 -3.580 -0.017 0.015 0.016 -0.49
C 5.608 -1.224 -3.915 -0.035 0.011 0.010 -0.76
C 4.391 -1.516 -3.318 0.010 -0.032 -0.050 -0.50
H 1.516 -4.295 -5.422 -0.027 0.024 0.015 0.37
H 1.316 -2.644 -4.813 -0.014 -0.019 -0.003 0.24
H -0.105 -3.654 -5.138 0.029 -0.003 0.007 0.38
H 2.003 -4.160 -2.970 0.025 -0.050 0.038 0.45
H 0.627 -5.208 -3.290 -0.024 -0.008 0.021 0.37
H -1.636 -4.195 -3.149 -0.004 0.010 -0.009 0.35
H -1.821 -3.177 -1.731 -0.030 0.066 -0.020 0.23
H -0.711 -6.031 -1.770 0.006 0.016 0.019 0.45
H -2.165 -5.439 -0.973 0.026 -0.006 -0.020 0.39
H -0.569 -4.952 -0.378 -0.035 -0.006 -0.022 0.26
H 4.094 1.211 -1.336 0.037 0.003 0.008 0.42
H 6.262 1.735 -2.401 -0.010 -0.012 -0.002 0.43
H 7.239 0.165 -4.044 -0.027 0.001 0.003 0.40
H 6.028 -1.905 -4.643 -0.002 0.001 0.019 0.44
H 3.854 -2.420 -3.569 0.021 0.021 0.006 0.36
C -3.443 -2.212 3.923 -0.164 0.010 0.187 -1.16
Si -2.796 -1.925 2.199 0.153 0.316 -0.073 0.41
C -4.062 -2.511 0.968 -0.230 -0.034 -0.206 -1.03
C -1.253 -2.967 2.008 0.180 -0.145 0.024 -0.09
C -2.489 -0.086 1.913 -0.024 0.057 0.010 0.83
Si -3.731 1.252 2.357 0.061 -0.296 -0.057 0.00
C -3.941 1.381 4.201 0.039 0.055 0.303 -0.96
C -3.331 2.963 1.728 0.161 0.186 -0.204 -0.93
C -5.361 0.770 1.590 -0.245 -0.074 -0.017 -1.15
H -3.850 -3.226 3.990 0.078 0.028 0.022 0.35
H -4.246 -1.524 4.189 -0.021 -0.088 -0.004 0.23
H -2.656 -2.118 4.677 -0.047 0.016 -0.025 0.33
H -4.113 -3.605 0.994 -0.012 0.054 -0.016 0.39
H -3.802 -2.203 -0.049 -0.005 -0.049 0.047 0.22
H -5.059 -2.123 1.192 0.049 -0.029 -0.048 0.34
H -1.014 -3.493 2.937 -0.031 0.004 -0.055 0.52
H -0.382 -2.388 1.713 0.005 -0.021 -0.094 -0.41
H -1.402 -3.715 1.225 -0.010 0.024 0.081 -0.15
H -1.641 0.197 1.258 -0.350 -0.201 0.170 0.33
H -3.012 1.672 4.702 -0.046 0.009 -0.026 0.26
H -4.284 0.450 4.649 0.014 0.034 0.029 0.32
H -4.691 2.147 4.420 0.054 -0.014 0.007 0.36
H -2.278 3.232 1.834 -0.032 0.019 0.029 0.19
H -3.913 3.687 2.305 0.007 -0.025 -0.033 0.51
H -3.621 3.079 0.680 0.004 0.019 0.035 0.25
H -5.816 -0.078 2.110 0.008 0.041 -0.051 0.28
H -5.247 0.499 0.537 -0.023 0.028 0.041 0.36
H -6.060 1.610 1.650 0.016 -0.062 -0.005 0.39
C 0.119 3.183 -0.412 -0.045 0.110 -0.196 -0.53
N -0.238 4.184 -1.394 0.011 -0.059 -0.079 0.11
C -1.653 4.019 -1.748 0.021 -0.053 0.006 -0.83
N -1.918 2.685 -2.291 0.130 0.049 0.032 0.19
C -1.554 1.688 -1.302 -0.019 0.401 -0.079 -0.18
N -0.101 1.794 -0.904 -0.071 -0.570 -0.485 3.04
C 0.708 1.641 -2.170 -0.102 0.379 -0.114 -0.52
N 0.345 2.631 -3.164 -0.041 0.044 0.079 0.21
C 0.568 3.965 -2.604 -0.020 -0.057 0.054 -0.74
C -1.080 2.494 -3.482 -0.013 0.030 0.091 -0.69
H -0.485 3.325 0.485 -0.079 -0.021 -0.009 -0.42
H 1.177 3.286 -0.172 0.022 -0.007 -0.007 -0.11
H -1.921 4.769 -2.491 -0.005 0.017 -0.011 0.37
H -2.261 4.174 -0.856 -0.024 0.007 0.021 0.29
H -1.722 0.701 -1.712 -0.014 -0.074 -0.046 0.33
H -2.160 1.817 -0.406 0.041 0.016 0.068 -0.98
H 0.532 0.643 -2.558 -0.055 -0.083 -0.023 -0.15
H 1.762 1.748 -1.913 0.003 0.029 0.068 -0.16
H 0.299 4.716 -3.346 -0.003 0.014 -0.013 0.36
H 1.625 4.076 -2.356 0.015 0.008 0.006 0.36
H -1.264 1.503 -3.897 0.002 -0.028 0.013 0.33
H -1.350 3.244 -4.224 -0.004 -0.003 -0.031 0.38